# 1
Entry from OMol25: a cluster of 4 separate species, C30H38N4O4 in total (wB97M-V/def2-TZVPD).

Last column: Mulliken charge in e.
Cartesian coordinates (Å):
C 2.2709 -2.2797 -1.6496  -1.18
C 1.0508 -1.5162 -2.0264  0.81
O 0.0298 -2.0520 -2.3424  -0.53
O 1.1585 -0.1725 -1.9786  -0.26
C 0.6020 0.5103 -3.0998  -0.52
C -0.7016 1.2362 -2.6969  -0.68
N -0.7524 1.4839 -1.2816  0.27
C -1.6021 1.0364 -0.3196  0.64
N -2.6392 0.2238 -0.5670  0.25
C -3.5328 -0.2184 0.4877  -0.88
C -4.9689 -0.3736 0.0210  -1.13
C -5.3057 -1.6406 -0.7901  1.11
C -4.1677 -2.1516 -1.6648  -1.57
C -6.5135 -1.3015 -1.6858  -1.55
N -1.2488 1.5151 0.8730  -0.65
C -0.1748 2.2841 0.6285  -0.43
N 0.1416 2.2733 -0.6502  -0.02
C 1.2924 3.0243 -1.3370  0.42
O 2.3672 2.8413 -0.8103  -0.55
O 0.8961 3.6615 -2.3069  -0.65
H 3.0280 -1.6454 -1.2031  0.30
H 2.6569 -2.8034 -2.5168  0.31
H 1.9909 -3.0232 -0.9094  0.34
H 1.3229 1.2568 -3.4160  0.47
H 0.3954 -0.1672 -3.9201  0.48
H -0.7726 2.1780 -3.2319  0.29
H -1.5372 0.6109 -2.9909  0.27
H -2.7706 -0.0691 -1.5157  -0.10
H -3.5072 0.5645 1.2413  0.56
H -3.1543 -1.1100 0.9871  0.27
H -5.2733 0.5264 -0.5118  0.33
H -5.5750 -0.3990 0.9260  0.43
H -5.6093 -2.4303 -0.1051  0.29
H -3.9156 -1.4724 -2.4773  0.24
H -3.2918 -2.4211 -1.0799  0.40
H -4.4947 -3.0761 -2.1400  0.38
H -7.2513 -0.8130 -1.0523  0.42
H -6.1728 -0.5644 -2.4094  0.41
H -6.9190 -2.1919 -2.1522  0.28
H 0.3396 2.8072 1.4108  0.73
C 3.6344 1.4125 2.0707  -0.35
C 2.4836 1.0612 2.7626  -0.29
C 2.4956 0.9779 4.1484  -0.55
C 3.6632 1.2501 4.8472  -0.48
C 4.8156 1.6025 4.1582  -0.28
C 4.8019 1.6814 2.7718  -0.50
H 3.6153 1.4827 0.9903  0.38
H 1.5729 0.8515 2.2158  0.52
H 1.5958 0.7012 4.6833  0.38
H 3.6750 1.1890 5.9279  0.38
H 5.7263 1.8174 4.7039  0.46
H 5.7015 1.9555 2.2356  0.34
C 8.2453 4.0841 4.2782  -0.20
C 7.1713 4.7390 4.8642  -0.26
C 7.3945 5.7935 5.7384  -0.46
C 8.6918 6.1975 6.0209  -0.37
C 9.7657 5.5440 5.4328  -0.34
C 9.5428 4.4852 4.5639  -0.52
H 8.0709 3.2605 3.5974  0.32
H 6.1592 4.4274 4.6384  0.39
H 6.5568 6.3009 6.1991  0.36
H 8.8659 7.0223 6.6997  0.35
H 10.7773 5.8602 5.6521  0.36
H 10.3805 3.9732 4.1082  0.36
C -7.2037 -5.1994 -4.6982  -0.44
C -6.4914 -5.7868 -5.7342  -0.37
C -5.3771 -6.5680 -5.4572  -0.38
C -4.9780 -6.7685 -4.1433  -0.40
C -5.6954 -6.1858 -3.1079  -0.40
C -6.8031 -5.3999 -3.3845  -0.28
H -8.0693 -4.5866 -4.9142  0.37
H -6.8035 -5.6348 -6.7592  0.36
H -4.8189 -7.0195 -6.2668  0.36
H -4.1100 -7.3773 -3.9270  0.37
H -5.3888 -6.3418 -2.0813  0.37
H -7.3544 -4.9439 -2.5715  0.43

## Properties
frontier orbital gap: 9.54 eV
E_HOMO: -9.04 eV
energy above the lowest of the compared OMol25 structures with the same formula, charge and spin: 61.3 kcal/mol

***

# 2
Entry from OMol25: a cluster of 2 separate species, C4H13N2O in total (wB97M-V/def2-TZVPD).

Last column: natural (NBO) charge in e.
Cartesian coordinates (Å):
C 1.2767 -1.7133 0.4644  -0.61
C 1.2145 -1.1316 -0.9557  -0.42
C 0.1519 -0.0639 -1.0344  -0.14
C 0.5119 1.2599 -1.3546  -0.30
N -0.4060 2.3093 -1.0039  -0.89
N -1.0695 -0.1131 -0.1842  -0.77
H 1.9911 -2.5286 0.4729  0.21
H 1.4231 -0.9339 1.1952  0.21
H 0.3075 -2.1896 0.6727  0.17
H 0.9625 -1.9381 -1.6519  0.19
H 2.1589 -0.6939 -1.2636  0.21
H 1.4364 1.4826 -1.8590  0.18
H -0.8434 2.8226 -1.7765  0.34
H 0.0137 3.0424 -0.4442  0.37
H -1.8135 -0.6073 -0.6515  0.41
H -1.2973 0.9184 -0.2532  0.45
H -1.0048 -0.3385 0.8161  0.41
H -1.8094 0.8916 3.0742  0.48
H -1.7564 -0.6070 3.1443  0.47
O -1.4478 0.1320 2.5929  -0.96

## Properties
frontier orbital gap (alpha / beta): 3.55 / 7.50 eV
E_HOMO (alpha / beta): -3.15 / -7.30 eV
spin multiplicity: 2
energy above the lowest of the compared OMol25 structures with the same formula, charge and spin: 45.5 kcal/mol